{"formula": "C12H31NO7S4", "method": "ωB97M-V with the def2-TZVPD basis set", "spin_multiplicity": 1, "fmax_ev_per_a": 2.92, "e_tot_ev": -72106.7715, "orbital_gap_ev": 9.1, "lumo_energy_ev": 0.431, "symbols": ["H", "H", "H", "H", "S", "C", "H", "C", "H", "H", "C", "O", "C", "H", "N", "H", "H", "H", "O", "C", "C", "H", "H", "O", "C", "O", "H", "H", "C", "H", "S", "H", "H", "O", "H", "C", "O", "O", "H", "H", "C", "S", "H", "H", "C", "H", "H", "H", "C", "S", "H", "H", "H", "H", "H"], "coordinates": [[-3.47447, -7.13406, 2.10497], [-0.06827, 4.24343, 2.76942], [1.75109, 2.79018, -2.83651], [-4.24500, -5.53998, 2.37886], [3.55494, 2.40784, -0.39020], [2.20371, 1.90588, 0.67595], [1.70116, -4.33492, 1.28036], [-3.74646, -6.18065, 1.65161], [5.42576, 3.63200, 0.39963], [3.07731, -3.21866, 1.02818], [4.54506, 3.20948, 0.87849], [1.45959, 0.08419, -2.21688], [-3.31493, 3.08605, 1.56102], [-0.37942, 3.27904, -2.15220], [-0.63313, 0.47122, -3.07092], [-4.40764, -6.35363, 0.80515], [1.74051, -2.11715, -0.89565], [3.96682, 4.00477, 1.34933], [-1.54266, -6.33276, 0.18742], [0.79392, -2.27155, -0.38296], [2.17134, -3.40567, 1.60401], [-3.10672, 2.09241, 1.95805], [-1.01136, 2.77225, 3.12094], [-0.24819, -2.41625, 2.04739], [-1.06765, 3.81484, 2.80685], [-1.79307, 1.76589, -4.73486], [0.07510, -1.53462, -0.72945], [1.89326, 1.30890, -4.82449], [-1.35463, 1.70785, -3.38123], [-1.30935, -6.31273, 3.01296], [-1.77207, 3.91253, 1.15573], [-0.55309, -0.17953, -3.84320], [-0.52037, 3.54888, -3.93837], [1.34174, 2.08809, -4.70195], [4.85129, 2.46992, 1.61817], [0.72934, 0.81270, -2.77401], [3.03261, 3.48203, -1.27748], [-0.99581, 2.97761, 0.29915], [-1.98949, -4.68291, 3.31592], [2.41894, -3.46762, 2.66217], [0.98831, 2.19091, -3.31797], [-2.26997, -5.35353, 1.04025], [-1.68472, 4.38913, 3.49753], [0.41361, -3.27754, -0.57044], [-0.36350, 2.86005, -3.13592], [-1.22479, 1.22443, -5.29000], [-3.86543, 3.68228, 2.28864], [-0.44801, -4.85077, 2.46073], [-1.42198, -5.30044, 2.62096], [1.02797, -2.03476, 1.37843], [2.57045, 1.20389, 1.42583], [-3.89700, 3.00002, 0.64615], [-2.24471, 1.68297, -2.77545], [1.76439, 2.78137, 1.15289], [1.45569, 1.41673, 0.05705]], "forces_ev_per_a": [[0.05, 0.01, -0.02], [-0.01, 0.03, -0.05], [0.23, -0.43, 0.44], [0.01, 0.03, -0.01], [0.09, -0.26, -0.01], [-0.02, 0.02, 0.15], [-0.03, 0.03, -0.04], [-0.07, -0.10, 0.04], [-0.02, -0.02, -0.06], [-0.01, 0.02, -0.01], [-0.03, 0.09, 0.10], [2.11, -1.71, 1.07], [-0.08, -0.07, 0.05], [-0.35, 0.40, 0.57], [1.08, 0.41, -0.11], [0.03, 0.02, -0.04], [0.01, 0.08, -0.01], [-0.04, -0.01, -0.03], [0.04, -0.05, 0.03], [-0.09, -0.20, 0.00], [0.02, -0.09, 0.05], [0.06, 0.01, -0.02], [-0.01, -0.01, -0.06], [0.03, -0.06, 0.05], [0.02, -0.05, 0.09], [-0.50, -0.37, 0.14], [0.02, 0.07, 0.02], [0.23, 0.12, 0.02], [0.13, -0.32, -0.78], [-0.07, -0.03, -0.10], [-0.07, 0.07, 0.03], [-0.74, -0.44, 0.14], [-0.15, 0.83, -0.11], [-0.58, -0.43, -0.33], [0.00, -0.03, -0.02], [-2.06, 1.33, -0.91], [0.05, 0.19, 0.12], [0.08, -0.10, -0.05], [0.02, 0.08, -0.04], [-0.02, 0.04, 0.01], [0.27, 1.31, 0.19], [0.01, 0.15, 0.05], [0.00, 0.02, -0.01], [-0.01, -0.01, 0.11], [0.35, -1.34, -0.64], [0.24, 0.23, -0.01], [0.01, 0.03, -0.01], [-0.05, 0.12, -0.04], [0.02, -0.20, 0.16], [0.03, 0.04, -0.14], [0.03, -0.03, -0.04], [0.03, 0.03, -0.04], [-0.34, 0.50, 0.21], [0.00, 0.04, -0.07], [0.01, 0.02, -0.02]], "mulliken_charge": [0.2897, 0.2880, 0.2623, 0.3415, 0.5657, -0.3568, 0.3032, -0.9708, 0.3540, 0.3669, -1.0081, -0.5155, -1.0042, 0.1298, -0.3834, 0.3246, 0.3745, 0.2846, -0.6520, -0.9252, -1.0620, 0.2994, 0.2843, -0.6294, -1.0137, -0.6067, 0.1597, 0.3636, -0.0598, 0.4170, 0.4232, 0.3011, 0.4824, -0.6036, 0.3755, -0.1020, -0.6574, -0.4347, 0.3368, 0.3547, 0.7113, 0.6051, 0.4421, 0.4706, -0.7395, 0.4127, 0.4028, 0.0231, -0.7491, 0.5912, 0.3878, 0.3120, 0.3954, 0.0193, 0.0180]}